{
  "formula": "C19H18I2N4O2PdS",
  "method": "the ωB97M-V functional and the def2-TZVPD basis",
  "species": ["Pd", "I", "C", "C", "C", "I", "C", "C", "C", "C", "N", "C", "C", "O", "H", "H", "H", "H", "C", "C", "C", "C", "N", "C", "S", "N", "C", "H", "H", "H", "H", "H", "H", "H", "H", "C", "O", "C", "C", "H", "H", "H", "H", "H", "H", "N", "C"],
  "coordinates": [[-0.427233, 0.490893, -0.738228], [-6.115741, 0.021793, -2.047305], [-4.501542, -1.269418, -2.307827], [-4.717890, -2.501193, -2.904320], [-3.689715, -3.393935, -3.092543], [-4.127439, -5.231313, -3.988964], [-2.372690, -3.055675, -2.679335], [-1.258313, -3.911011, -2.828918], [-0.019829, -3.512848, -2.407430], [0.120564, -2.242810, -1.837134], [-0.897839, -1.425048, -1.689384], [-2.141009, -1.792476, -2.078897], [-3.235375, -0.815909, -1.834786], [-3.045417, 0.271703, -1.274800], [-5.720177, -2.759731, -3.222512], [-1.401158, -4.886226, -3.275991], [0.846162, -4.154349, -2.502634], [1.077875, -1.885021, -1.480780], [2.505275, 2.724910, 3.113841], [2.382882, 1.261300, 2.885288], [3.388302, 0.327746, 2.925616], [3.112095, -0.998682, 2.606432], [1.874088, -1.379748, 2.098438], [0.924292, -0.494673, 2.079694], [-0.670137, -0.773036, 1.428963], [1.097141, 0.774484, 2.629805], [4.142509, -2.079673, 2.647634], [3.514461, 2.980269, 3.441180], [1.798563, 3.067724, 3.880423], [2.284970, 3.295615, 2.204194], [4.395726, 0.636278, 3.185682], [0.381189, 1.427806, 2.339634], [5.099567, -1.704601, 3.019523], [4.303220, -2.509184, 1.651714], [3.827362, -2.908739, 3.291200], [-1.530415, 3.876154, 0.986234], [-0.984441, 2.578620, 1.034281], [0.004765, 2.215384, 0.119315], [0.792537, 3.339598, -0.481795], [-0.840578, 4.640431, 1.366009], [-2.418018, 3.866372, 1.620542], [-1.830079, 4.153384, -0.028142], [1.066976, 4.096682, 0.264754], [0.285225, 3.854758, -1.309940], [1.707361, 2.930040, -0.908584], [0.711929, 1.629273, -3.453023], [0.300000, 1.224081, -2.447129]],
  "forces_ev_per_angstrom": [[0.4, 0.2, 0.3], [-0.1, 0.1, 0.0], [0.0, -0.1, 0.0], [-0.1, -0.1, 0.0], [0.0, 0.2, 0.1], [0.0, -0.1, 0.0], [0.0, -0.2, -0.1], [0.0, 0.0, 0.0], [-0.1, 0.1, 0.0], [0.0, 0.0, 0.0], [-0.1, 0.0, 0.0], [0.1, 0.1, 0.0], [0.0, 0.1, 0.0], [0.0, -0.1, -0.1], [0.0, 0.0, 0.0], [0.0, 0.0, 0.0], [0.0, 0.0, 0.0], [0.0, 0.0, 0.0], [0.0, 0.0, 0.0], [-0.1, -0.1, -0.1], [0.0, 0.1, 0.0], [0.0, -0.1, 0.0], [0.0, 0.0, 0.1], [-0.1, 0.1, 0.0], [0.0, 0.0, -0.2], [0.1, 0.0, 0.0], [0.1, 0.0, 0.0], [0.0, 0.0, 0.0], [0.0, 0.0, 0.0], [0.0, 0.0, 0.0], [0.0, 0.0, 0.0], [0.0, 0.0, 0.0], [0.0, 0.0, 0.0], [0.0, 0.0, 0.0], [0.0, 0.0, 0.0], [-0.1, 0.1, 0.0], [0.1, 0.1, 0.1], [0.0, -0.2, -0.2], [0.1, 0.0, 0.0], [0.0, 0.0, 0.0], [0.0, 0.0, 0.0], [0.0, 0.0, 0.0], [0.0, 0.0, 0.1], [-0.1, 0.0, 0.0], [0.0, 0.0, 0.0], [0.1, 0.0, 0.0], [-0.3, 0.0, 0.0]],
  "de_lowest_kcal_mol": 10.1,
  "homo_lumo_gap_ev": [3.51, 5.46],
  "s_squared": 2.028,
  "e_tot_ha": -2225.76698,
  "spin_multiplicity": 3,
  "largest_force_ev_per_a": 0.5,
  "total_charge": -2,
  "homo_energy_ev": [0.2, -1.8]
}

{
  "formula": "C4H12N2O",
  "method": "the ωB97M-V functional and the def2-TZVPD basis",
  "species": ["C", "C", "C", "C", "N", "N", "O", "H", "H", "H", "H", "H", "H", "H", "H", "H", "H", "H", "H"],
  "coordinates": [[-1.177478, 2.769783, 2.372104], [0.489669, -1.807984, -2.482302], [0.371279, -0.100812, 0.857485], [0.171499, -0.312102, -0.669960], [-0.617822, 0.891037, 1.130219], [0.597109, -1.736222, -1.020754], [-0.318207, 1.744341, 1.958087], [-2.137080, 2.788348, 2.042842], [-0.706926, 3.763411, 2.259005], [0.200957, -2.783876, -2.869987], [-0.164682, -1.003151, -2.903056], [1.457179, -1.733941, -3.017499], [0.107704, -0.977290, 1.292000], [1.475753, -0.011557, 1.048092], [0.688358, 0.472018, -1.160656], [-0.840221, -0.171135, -0.951989], [-0.998541, 2.461403, 3.407033], [-0.113689, -2.445369, -0.628943], [1.515139, -1.806900, -0.661721]],
  "forces_ev_per_angstrom": [[2.1, 1.4, 2.9], [0.9, -0.2, -3.3], [2.1, 1.7, -2.7], [0.0, -1.0, 1.8], [-0.6, 0.9, 1.0], [-3.2, 1.4, -0.2], [2.3, -1.6, -2.4], [-2.8, -0.7, -1.2], [0.3, -0.7, -0.2], [-0.6, -0.1, 0.6], [0.4, -0.9, 0.6], [-0.1, 0.5, 0.9], [-1.5, -2.7, 1.9], [-1.1, 1.0, 0.5], [1.2, 0.0, -1.1], [-1.1, -0.3, -0.1], [-1.2, 1.1, 0.7], [1.7, 1.2, -0.2], [1.4, -1.1, 0.3]],
  "de_lowest_kcal_mol": 128.0,
  "homo_lumo_gap_ev": 10.24,
  "e_tot_ha": -343.51809,
  "largest_force_ev_per_a": 3.8,
  "total_charge": 2,
  "homo_energy_ev": -21.2
}

{
  "formula": "C17H27ClN2O3S2",
  "method": "the ωB97M-V functional and the def2-TZVPD basis",
  "species": ["C", "C", "S", "C", "C", "C", "O", "N", "C", "C", "C", "O", "C", "C", "N", "C", "C", "O", "C", "C", "C", "C", "S", "C", "Cl", "H", "H", "H", "H", "H", "H", "H", "H", "H", "H", "H", "H", "H", "H", "H", "H", "H", "H", "H", "H", "H", "H", "H", "H", "H", "H", "H"],
  "coordinates": [[-0.077304, -0.570325, -2.326040], [-1.306675, 0.129323, -1.772411], [-0.970635, 1.875411, -1.428086], [-2.333823, 2.239043, -0.279098], [-3.695234, 2.218487, -0.958438], [-2.092745, 3.572162, 0.427440], [-2.750699, 4.549598, 0.117759], [-1.185103, 3.601775, 1.435328], [-0.982860, 4.815950, 2.200110], [-0.279299, 2.516189, 1.732631], [1.152533, 2.758158, 1.256435], [1.975162, 1.658567, 1.572450], [1.680145, 0.524311, 0.785240], [1.021670, -0.551461, 1.642379], [1.112104, -1.867293, 1.047797], [2.230840, -2.686022, 1.475720], [0.188445, -2.211612, 0.118994], [-0.728711, -1.458729, -0.186491], [0.341074, -3.521862, -0.551368], [1.341270, -3.824586, -1.519094], [2.361760, -2.854817, -2.036960], [1.219079, -5.106033, -1.980773], [-0.065153, -5.964926, -1.236293], [-0.475390, -4.587540, -0.295209], [-1.779549, -4.672020, 0.815184], [-0.291071, -1.624146, -2.502380], [0.245341, -0.122677, -3.267785], [0.751872, -0.511008, -1.619563], [-2.126244, 0.060710, -2.489488], [-1.631562, -0.361503, -0.853022], [-2.331421, 1.450891, 0.481446], [-4.488060, 2.463489, -0.250733], [-3.737056, 2.945731, -1.767904], [-3.906647, 1.232496, -1.370956], [-1.767817, 5.536356, 1.996828], [-0.996030, 4.588464, 3.267591], [-0.027329, 5.282791, 1.954180], [-0.258636, 2.323347, 2.810912], [-0.633466, 1.580944, 1.298618], [1.172431, 2.955932, 0.180173], [1.577120, 3.635316, 1.745928], [1.068393, 0.758435, -0.091216], [2.634483, 0.145108, 0.402820], [1.546397, -0.573924, 2.600318], [-0.004909, -0.279891, 1.888238], [2.210244, -3.675576, 1.027592], [3.177406, -2.208579, 1.211041], [2.204114, -2.812578, 2.559193], [3.269389, -2.859751, -1.429705], [2.643287, -3.087349, -3.062852], [1.976826, -1.833565, -2.044212], [1.822065, -5.591188, -2.732251]],
  "forces_ev_per_angstrom": [[0.1, 0.6, -0.5], [-1.0, 0.6, -0.8], [0.0, 0.2, -0.2], [-0.3, -0.4, 0.1], [-0.1, 0.2, -0.2], [-0.4, 0.1, -0.4], [0.0, 0.1, 0.0], [0.3, -0.2, 0.2], [0.0, 0.2, 0.0], [0.1, -0.4, 0.2], [-0.1, 0.4, 0.0], [-0.1, 0.1, 0.0], [0.4, -0.4, -0.2], [0.2, 0.3, 0.6], [-0.2, -0.1, -0.2], [0.1, -0.1, 0.0], [0.0, 0.2, 0.5], [0.9, -2.5, 2.7], [-0.1, -0.6, 0.3], [0.0, -0.4, -0.6], [0.1, 0.2, 0.1], [0.0, 0.1, 0.2], [0.1, 0.3, 0.1], [0.1, -0.1, -0.2], [0.1, 0.1, 0.0], [-0.1, 0.1, -0.1], [0.0, 0.1, -0.1], [-0.2, 0.2, -0.3], [0.1, 0.1, -0.2], [-0.3, 1.2, -1.0], [0.1, 0.0, -0.1], [0.0, 0.0, 0.1], [0.0, 0.0, 0.0], [0.1, 0.0, 0.0], [-0.1, -0.1, -0.2], [0.1, -0.1, 0.0], [0.0, 0.0, 0.0], [0.0, 0.2, 0.1], [0.0, 0.3, -0.1], [-0.1, 0.0, 0.0], [0.1, -0.1, 0.1], [0.0, 0.2, 0.3], [0.0, -0.1, 0.1], [0.1, -0.1, -0.1], [-0.1, -0.3, -0.3], [-0.1, 0.0, -0.1], [0.0, 0.0, 0.0], [0.0, 0.0, 0.0], [0.0, 0.0, 0.0], [0.0, -0.1, 0.0], [0.1, -0.3, 0.0], [0.0, 0.0, 0.0]],
  "de_lowest_kcal_mol": 32.5,
  "homo_lumo_gap_ev": 8.70,
  "e_tot_ha": -2255.74084,
  "smiles": "CCS[C@H](C)C(=O)N(C)CCOCCN(C)C(=O)c1c(C)csc1Cl",
  "largest_force_ev_per_a": 3.8,
  "total_charge": 0,
  "homo_energy_ev": -8.2
}

{
  "formula": "C7H14O",
  "method": "the ωB97M-V functional and the def2-TZVPD basis",
  "species": ["C", "C", "C", "C", "C", "C", "C", "H", "H", "H", "H", "H", "H", "H", "H", "H", "H", "H", "H", "O", "H", "H"],
  "coordinates": [[-1.754805, -0.078513, -2.315352], [-0.652415, -0.129693, -1.580792], [-0.511671, 0.579896, -0.264381], [0.893603, 0.641878, 0.308840], [2.016005, 0.329871, -0.345107], [0.966669, 0.950290, 1.798632], [0.250615, 2.240051, 2.181975], [-1.763252, -0.338029, -3.369029], [-2.726761, 0.199072, -1.917337], [0.142842, -0.754206, -1.967246], [-0.740092, 1.623027, -0.475146], [-1.168319, 0.269912, 0.549367], [1.895852, -0.194480, -1.269172], [3.005664, 0.702439, -0.127063], [0.619216, 0.103316, 2.391754], [2.039786, 0.992176, 2.000856], [-0.820630, 2.071649, 2.193520], [0.509858, 2.532987, 3.205694], [0.468129, 3.127627, 1.587949], [-1.033798, -5.063121, -0.487082], [-1.507918, -4.843160, -1.298382], [-0.128579, -4.962987, -0.802498]],
  "forces_ev_per_angstrom": [[-0.4, -0.1, -0.3], [-0.6, -0.4, 0.0], [1.1, -0.3, 0.2], [0.2, -0.9, 1.0], [-0.9, 0.4, -0.6], [0.9, 1.1, -1.0], [0.0, 0.0, 1.1], [0.0, -0.6, 0.2], [0.2, 0.7, 0.0], [0.4, 0.6, -0.1], [-0.3, 0.2, 0.2], [-0.4, -0.3, -0.3], [0.3, 0.2, -0.8], [0.1, -0.5, 0.7], [-0.4, 0.0, -0.2], [0.0, 0.3, 0.3], [-0.3, 0.2, -0.2], [0.0, -0.1, 0.0], [0.1, -0.3, -0.4], [0.2, 0.2, -0.6], [-0.4, 0.0, 0.2], [0.2, -0.1, 0.4]],
  "de_lowest_kcal_mol": 51.9,
  "homo_lumo_gap_ev": 9.83,
  "e_tot_ha": -350.27676,
  "smiles": "C=CCC(=C)CC.O",
  "largest_force_ev_per_a": 1.7,
  "total_charge": 0,
  "homo_energy_ev": -9.1
}

{
  "formula": "C3H6NO2",
  "method": "the ωB97M-V functional and the def2-TZVPD basis",
  "species": ["C", "C", "C", "N", "O", "O", "H", "H", "H", "H", "H", "H"],
  "coordinates": [[-0.254076, 1.166745, -2.872484], [1.414175, -0.808131, 1.219282], [-0.794366, -0.250027, 0.709783], [-0.508542, 0.781880, -1.803845], [-2.040156, -0.319086, 0.949144], [0.018900, -0.968726, 1.322717], [0.025703, 1.876877, -3.669884], [1.814441, -1.652735, 0.740139], [1.846967, -0.734737, 2.197320], [1.455420, -0.018273, 0.558188], [-0.252911, 0.610861, -0.055262], [-2.725556, 0.315352, 0.704903]],
  "forces_ev_per_angstrom": [[-0.1, 1.0, 2.0], [0.0, -0.5, 0.0], [2.0, 4.7, -1.8], [0.5, 0.6, -3.3], [0.4, -1.8, 1.0], [-2.7, -2.2, 1.6], [-0.3, -1.2, 0.3], [0.4, -1.3, -0.6], [0.0, 0.6, 0.4], [1.5, 2.2, -1.0], [-2.2, -2.5, 2.1], [0.6, 0.5, -0.7]],
  "de_lowest_kcal_mol": 57.0,
  "homo_lumo_gap_ev": 12.62,
  "e_tot_ha": -322.78805,
  "largest_force_ev_per_a": 5.4,
  "total_charge": 1,
  "homo_energy_ev": -16.7
}

{
  "formula": "C5H15N2",
  "method": "the ωB97M-V functional and the def2-TZVPD basis",
  "species": ["C", "C", "C", "N", "C", "C", "N", "H", "H", "H", "H", "H", "H", "H", "H", "H", "H", "H", "H", "H", "H", "H"],
  "coordinates": [[-1.771822, -0.192516, 0.908740], [-0.515265, -0.995885, 0.649254], [-0.811659, -2.452766, 0.318949], [0.244827, -0.369091, -0.454842], [1.549295, 0.211456, -0.157312], [1.491581, 1.741922, -0.298984], [0.263772, 2.064586, -1.070462], [-2.240661, -0.422024, 1.872031], [-2.557201, -0.420209, 0.185887], [-1.553040, 0.872653, 0.950226], [0.120154, -0.975939, 1.536961], [0.127361, -2.984713, 0.290275], [-1.439758, -2.906496, 1.077168], [-1.162878, -2.559347, -0.707214], [0.313783, -0.962760, -1.267786], [1.935352, -0.080961, 0.822518], [2.329643, -0.214169, -0.791233], [1.455315, 2.292958, 0.639360], [2.331060, 2.129796, -0.802773], [0.433095, 2.290753, -2.039917], [-0.253888, 1.136546, -1.022693], [-0.289066, 2.796206, -0.638154]],
  "forces_ev_per_angstrom": [[-0.6, -0.1, 0.6], [-0.2, -0.2, 0.0], [0.8, 0.3, -0.2], [0.4, 0.0, -0.1], [0.5, -0.8, 0.2], [-0.4, 0.2, 0.6], [-0.1, 0.4, 0.1], [0.3, -0.2, 0.0], [0.2, 0.3, -0.3], [-0.1, 0.2, -0.2], [0.0, 0.1, 0.0], [0.4, -0.4, 0.3], [-0.3, -0.1, -0.2], [-0.7, 0.0, 0.2], [-0.1, -0.3, 0.1], [-0.5, 0.3, 0.2], [-0.3, 0.2, -0.5], [-0.2, -0.3, 0.1], [1.0, 0.3, -0.7], [0.1, 0.2, -0.3], [-0.2, -0.5, 0.1], [-0.1, 0.2, -0.1]],
  "de_lowest_kcal_mol": 15.2,
  "homo_lumo_gap_ev": 10.74,
  "e_tot_ha": -308.76843,
  "smiles": "CC(C)NCC[NH3+]",
  "largest_force_ev_per_a": 1.3,
  "total_charge": 1,
  "homo_energy_ev": -13.9
}